The following is a DFT calculation (ωB97M-V/def2-TZVPD) of C22H31N3O2S in the gas phase.

Each line ends with the Mulliken charge.
Cartesian coordinates (Å):
C: -3.321 0.776 2.701  -0.9381
C: -2.996 2.077 1.975  -1.1974
N: -1.939 1.895 0.994  0.1645
C: -0.656 2.231 1.421  -0.3378
O: -0.469 2.662 2.546  -0.7142
C: 0.408 2.031 0.468  -0.0788
C: 0.191 1.540 -0.772  1.4580
S: 1.471 1.252 -1.950  -0.0952
C: 2.963 1.955 -1.202  -0.7049
C: 3.730 1.085 -0.204  0.7450
O: 4.888 1.358 0.043  -0.7051
N: 3.058 0.073 0.352  0.2431
C: 3.686 -0.869 1.250  -0.7795
C: 3.330 -2.299 0.852  -0.7992
C: 1.871 -2.641 1.171  -0.7699
N: 0.942 -1.774 0.453  0.7449
C: 0.617 -2.237 -0.888  -0.5233
C: -0.377 -3.404 -0.924  -1.1580
C: -1.654 -3.041 -0.164  1.6700
C: -2.641 -4.204 -0.153  -1.8707
C: -1.270 -2.620 1.255  -1.1071
C: -0.271 -1.461 1.189  -0.4863
C: -1.146 1.186 -1.175  0.3935
C: -1.421 0.647 -2.436  -0.8292
C: -2.695 0.273 -2.789  -0.9953
C: -3.730 0.441 -1.875  -1.0134
C: -3.489 0.979 -0.631  -0.7763
C: -2.197 1.366 -0.247  0.7041
H: -2.438 0.423 3.229  0.2758
H: -3.641 0.003 2.006  0.2370
H: -4.113 0.947 3.426  0.4550
H: -3.878 2.499 1.489  0.5272
H: -2.614 2.803 2.697  0.4803
H: 1.387 2.284 0.841  0.3100
H: 3.629 2.149 -2.045  0.5000
H: 2.714 2.915 -0.748  0.3194
H: 2.099 -0.169 0.117  -0.1360
H: 3.355 -0.674 2.277  0.2550
H: 4.765 -0.700 1.195  0.4887
H: 3.524 -2.431 -0.214  0.2699
H: 3.972 -2.991 1.399  0.4056
H: 1.713 -2.496 2.242  0.5784
H: 1.701 -3.705 0.952  0.2672
H: 1.544 -2.517 -1.392  0.4889
H: 0.181 -1.391 -1.429  0.0229
H: 0.071 -4.292 -0.472  0.2087
H: -0.609 -3.640 -1.963  0.4779
H: -2.122 -2.184 -0.664  -0.5746
H: -3.549 -3.928 0.380  0.4125
H: -2.205 -5.071 0.339  0.3837
H: -2.910 -4.485 -1.169  0.4271
H: -0.823 -3.466 1.782  0.3188
H: -2.155 -2.306 1.811  0.4872
H: 0.005 -1.127 2.192  0.7468
H: -0.752 -0.624 0.676  -0.5684
H: -0.605 0.528 -3.133  0.5243
H: -2.890 -0.148 -3.762  0.4146
H: -4.734 0.149 -2.140  0.4148
H: -4.318 1.093 0.046  0.3375

Properties
**E_LUMO**: 0.02 eV
**Kohn-Sham gap**: 8.53 eV
**SMILES**: CCn1c(=O)cc(SCC(=O)NCCCN2CCC(C)CC2)c2ccccc21
**ΔE to the lowest compared entry with this formula, charge and spin**: 5.3 kJ/mol
**HOMO level**: -8.5 eV
**Calculated total energy**: -42719.7235 eV